60
Properties=species:S:1:pos:R:3 method="wB97M-V/def2-TZVPD" multiplicity=1 homo_energy_ev=-11.37 lumo_energy_ev=-3.67 charge=+1 e_above_lowest_ev=0.000
C -2.81729 0.54265 -1.09939
H -2.96375 1.57415 -1.39310
H -4.94611 0.20987 -0.91979
H 2.97741 -2.14347 -3.96360
H 0.41511 0.48822 -0.44213
C 4.57585 -1.33293 -1.96143
H 0.05406 -4.05841 -2.28210
H 1.87154 1.13445 -3.45775
C -3.77114 -1.54343 -0.44278
H -1.58622 -0.69629 2.63830
C 2.17978 2.04822 1.31289
C -0.76221 2.59540 0.27383
N -1.78493 0.14051 3.20355
H 1.62484 2.01171 2.25855
H 1.93098 -0.85518 -4.51652
H 1.86609 3.13878 -0.59397
O 3.73411 -0.28986 -2.40137
C -3.25792 0.33750 3.34024
H -0.83368 -0.68043 6.45484
H 1.97358 1.28301 -1.70062
H -1.76997 3.03500 0.32012
C 0.90479 -2.51068 -3.55929
H -3.70294 -0.56831 3.74115
C 2.10935 -1.54252 -3.68087
H 0.98369 -3.20229 -4.40675
H -3.65660 0.53232 2.34682
H 0.81295 -2.76965 -1.37493
H -1.67708 -1.80347 5.36595
H 4.94566 -1.93574 -2.80401
H 2.13452 -1.16690 -1.48975
O 0.12696 0.43613 4.37304
C -1.53261 -0.75228 5.62717
C 2.35506 -0.66649 -2.44290
O -0.55689 2.18620 -1.06307
H -4.58592 -2.21757 -0.21196
H -3.44264 1.18555 3.99408
C -0.33426 0.79829 -1.19535
H 3.25003 2.09761 1.52238
H 1.80117 -3.97684 -2.18315
H -0.78807 1.73795 0.97226
H -1.30765 0.90229 2.70617
H -2.33858 -3.05071 -0.09140
H 4.07473 -2.02943 -1.27541
C 1.71884 3.25854 0.47962
C -2.47832 -2.00238 -0.36109
C -0.96436 -0.02086 4.46282
H 2.00951 1.08042 0.82614
C -3.94805 -0.20634 -0.83626
C 1.59067 0.65825 -2.51377
H 0.16575 3.66801 1.87617
N -1.37400 -1.29248 -0.57569
O 0.18491 0.46859 -2.43244
H -0.03525 -1.96379 -3.67351
H 5.45816 -0.90469 -1.48045
C 0.25467 3.62520 0.78036
C -1.58567 -0.04709 -0.93271
C 0.89955 -3.36116 -2.29127
H -2.48549 -0.31830 5.93314
H 2.31262 4.11229 0.82175
H -0.00937 4.62284 0.41924

65
Properties=species:S:1:pos:R:3 method="wB97M-V/def2-TZVPD" multiplicity=5 homo_energy_ev="-14.68 / -14.50" lumo_energy_ev="-4.99 / -9.43" charge=+2
P 2.96810 -1.38606 0.43328
H 1.33154 -5.14250 2.08617
H 1.98209 -4.09512 4.22270
O -1.70523 -0.82195 -0.93039
H 3.85078 2.78228 -1.34843
H 3.84378 -2.28765 3.68001
N 3.57975 -2.08008 -0.91474
N 3.26233 -2.34253 1.68270
H 6.31537 2.29270 -1.12187
H 2.10537 -2.27089 -3.98430
C 1.33186 -3.53388 3.54374
C 3.14622 -1.58228 -2.25114
H -3.49259 -2.72173 0.63846
H 2.56866 -0.66693 -2.13673
C -3.48903 -1.63726 0.52948
H 1.45279 -2.87014 -2.45731
C 1.52249 -4.06927 2.12808
C 3.22781 -3.92192 -3.13542
H 3.11884 2.04494 0.88211
N 3.68330 0.04513 0.68068
H 5.30912 -2.95956 -1.62297
H 2.65632 -4.71284 -3.61888
H 1.67029 -1.69490 4.64218
H 3.09585 -4.19212 0.64890
C 3.08816 -1.79426 3.06345
H 4.24118 1.12960 -1.80496
H 3.32179 -0.73372 3.06178
C 5.60534 1.96513 -0.36383
Pt -0.11572 -0.20023 0.57905
H 0.96720 -1.46115 3.04395
H 2.88600 -4.76494 -1.18439
C 1.69686 -2.05313 3.61189
H -4.37812 0.05495 2.22483
H 5.32757 -0.83436 1.67010
H 6.17377 -0.11470 -0.52759
H 3.66091 -4.28705 2.30358
C 4.44474 -3.27507 -1.03077
N 1.41023 -1.12747 0.09820
C 2.93695 -3.80068 1.64586
O -3.40183 2.24331 1.85758
H 5.59390 2.74000 0.41036
H -2.91861 0.02686 3.30885
C 4.21133 1.82765 -0.96286
H 0.81582 -3.58736 1.44183
O -3.59315 -1.64945 -1.77822
C -2.59426 1.36084 1.63351
O -2.76651 -1.09448 1.62969
C 2.37886 -2.65914 -3.00220
H 4.98465 0.83252 2.12485
C -3.29784 -0.04220 2.28862
H 7.01310 0.75156 0.75440
H -3.14135 -1.47248 -2.62383
C 3.21851 1.31972 0.06975
H -4.52258 -1.29172 0.50799
H 2.23087 1.18022 -0.36118
H 4.81291 -3.55512 -0.04840
C 6.04992 0.64351 0.25350
C 5.04432 0.13917 1.28111
O -1.49211 1.30431 1.11048
H 4.08286 -3.71316 -3.78605
H 4.06426 -1.33614 -2.79237
H 4.42969 -5.23033 -1.88764
H 0.31131 -3.69450 3.89014
C -2.81097 -1.30575 -0.77831
C 3.73056 -4.40050 -1.77546